Entry from the Open Molecules 2025 dataset: C11H14CaN7O4S4 as an isolated structure (ωB97M-V/def2-TZVPD).

As for the energy: -3382.462274 hartree. The net charge is -1. The calculation puts the relative energy (zero: lowest compared OMol25 entry of this formula, charge and spin) at 9.4 kcal per mole. The spin multiplicity is 1. For the lowest unoccupied orbital energy, the calculation gives 2.2 eV.

Geometry (Å):
Ca (-0.52214, -1.03656, -1.11266)
N (2.63536, -3.84852, -0.42103)
C (2.13970, -2.73193, -0.99278)
S (1.22971, -2.87720, -2.45606)
N (2.54212, -1.59436, -0.39267)
N (1.80600, -0.49832, -0.77328)
C (2.27805, 0.65988, -0.58487)
C (1.42315, 1.84289, -0.90697)
C (1.83390, 3.10114, -0.49937)
C (1.00005, 4.18322, -0.71316)
C (-0.20848, 3.97839, -1.35431)
C (-0.51634, 2.69447, -1.76926)
N (0.26812, 1.63701, -1.56151)
H (2.50316, -4.72520, -0.89118)
H (3.27958, -3.76871, 0.34591)
H (3.27903, 0.81616, -0.18579)
H (2.78456, 3.21505, 0.00574)
H (1.28575, 5.17053, -0.37240)
H (-0.90884, 4.78557, -1.51907)
H (-1.44450, 2.50138, -2.29440)
S (-4.23203, 0.79376, 1.35730)
C (-4.56239, 0.68367, -0.31386)
C (-3.40085, 0.57558, -0.98866)
N (-2.24681, 0.59030, -0.22011)
C (-2.56944, 0.68797, 1.04667)
H (-5.56544, 0.67786, -0.70328)
H (-3.31316, 0.47876, -2.06099)
H (-1.83691, 0.74507, 1.84621)
N (0.72754, -1.45531, 2.48002)
C (1.35832, -0.29876, 2.70858)
N (2.70685, -0.36420, 2.52118)
S (0.59646, 1.10130, 3.29293)
H (1.23239, -2.17489, 1.98004)
H (-0.26403, -1.49702, 2.26478)
H (3.01691, -0.95972, 1.75133)
H (3.16943, 0.52596, 2.60951)
O (-2.31657, -4.20670, -0.32532)
S (-2.35767, -2.76837, -0.20803)
O (-3.50013, -2.25404, 0.52781)
O (-1.05987, -2.27359, 0.48449)
O (-2.27058, -2.11249, -1.60150)


Entry from the Open Molecules 2025 dataset: C11H14Cl3F6MgN5O4S3Se as an isolated structure (ωB97M-V/def2-TZVPD).

As for the energy: -6778.225980 hartree. The net charge is 0. The calculation puts the relative energy (zero: lowest compared OMol25 entry of this formula, charge and spin) at 21.3 kcal per mole. The spin multiplicity is 1. For the lowest unoccupied orbital energy, the calculation gives 0.1 eV.

Geometry (Å):
Mg (-0.40367, -0.09214, -0.26158)
C (1.87185, -1.98736, 0.86713)
C (0.85291, -2.73523, 0.00615)
N (-0.51737, -2.23232, 0.18797)
C (-1.29337, -2.78533, 1.30873)
C (-0.78898, -2.47080, 2.71164)
S (-0.64972, -0.70583, 3.11716)
C (1.12361, -0.52186, 3.42577)
C (1.94327, 0.02849, 2.25849)
N (1.58575, -0.54233, 0.95278)
H (2.86962, -2.17073, 0.46115)
H (1.87760, -2.39662, 1.87543)
H (0.92408, -3.80869, 0.21464)
H (1.09810, -2.59193, -1.04733)
H (-1.03430, -2.47605, -0.65228)
H (-1.34860, -3.87773, 1.21756)
H (-2.31044, -2.40515, 1.20185)
H (0.16363, -2.95838, 2.91711)
H (-1.50634, -2.91086, 3.40527)
H (1.51027, -1.47630, 3.78401)
H (1.22305, 0.17052, 4.26237)
H (3.00314, -0.14890, 2.48108)
H (1.80605, 1.10470, 2.18434)
H (2.17177, -0.07197, 0.26976)
Se (-2.92589, 0.29707, 0.38692)
C (-3.05356, 2.03628, -0.16348)
N (-3.12938, 3.15068, -0.46240)
F (1.31694, 2.00878, -4.72522)
C (2.17852, 1.65979, -3.78401)
F (3.00303, 2.67500, -3.55630)
F (2.88134, 0.61033, -4.17962)
S (1.28626, 1.26407, -2.17789)
O (1.61978, 2.32280, -1.28176)
O (1.68190, -0.08918, -1.79564)
N (-0.27934, 1.22894, -2.43842)
S (-0.81354, -0.05637, -3.25536)
O (-1.14590, -1.08092, -2.27494)
O (-0.03836, -0.41894, -4.39868)
C (-2.39891, 0.61434, -3.92498)
F (-3.18474, 1.06823, -2.97601)
F (-2.11148, 1.58311, -4.78221)
F (-3.00203, -0.38031, -4.56943)
Cl (-1.28256, 5.33448, 1.36713)
C (-1.17531, 3.91129, 2.38877)
Cl (-0.05179, 4.20931, 3.74047)
Cl (-2.74866, 3.44114, 3.01649)
C (-0.61348, 2.79322, 1.61773)
N (-0.18474, 1.87965, 1.07964)


Look up the net charge of the first one.
-1


The highest net charge belongs to which entry?
C11H14Cl3F6MgN5O4S3Se